The following is a DFT calculation (ωB97M-V/def2-TZVPD) of 14 unconnected molecules or ions with the total composition C72H183N11O28 at a distorted geometry.

The energy above the lowest of the compared OMol25 structures with the same formula, charge and spin is 3.156 eV. Its HOMO energy is -0.3079 Ha.

Structure (ORCA input):
```
! wB97M-V def2-TZVPD RIJCOSX def2/J DEFGRID3
* xyz 0 1
C 1.18 1.97 -9.14
C 1.48 3.40 -9.16
O 1.99 3.72 -7.87
O 0.96 1.59 -10.47
H 0.31 1.71 -8.54
H 2.04 1.42 -8.75
H 0.52 3.86 -9.35
H 2.16 3.68 -9.96
H 2.89 3.42 -7.74
H 0.90 0.63 -10.52
C 3.09 7.38 -7.08
C 2.40 7.28 -8.43
O 2.85 6.19 -9.20
O 4.52 7.61 -7.29
H 2.98 6.42 -6.57
H 2.75 8.23 -6.50
H 2.36 8.15 -9.09
H 1.37 7.07 -8.14
H 2.75 5.41 -8.65
H 4.91 6.91 -7.81
C -4.40 1.39 -2.55
C -4.11 2.65 -1.72
O -3.08 2.51 -0.75
O -3.26 1.10 -3.36
H -5.23 1.50 -3.24
H -4.58 0.56 -1.86
H -4.99 2.97 -1.16
H -3.75 3.49 -2.31
H -2.34 2.18 -1.26
H -2.55 0.92 -2.75
C -4.06 -2.73 1.15
O -4.00 -1.57 1.86
C -4.62 -0.42 1.38
C -4.21 0.82 2.16
N -4.74 0.83 3.51
C -4.33 2.03 4.24
C -4.69 1.67 5.68
O -3.95 0.64 6.32
C -2.72 1.06 6.98
H -5.12 -2.98 1.08
H -3.60 -3.60 1.62
H -3.78 -2.58 0.11
H -5.68 -0.63 1.56
H -4.61 -0.35 0.29
H -4.55 1.68 1.57
H -3.13 0.96 2.19
H -4.39 0.06 4.06
H -5.01 2.86 4.07
H -3.28 2.31 4.09
H -5.74 1.36 5.71
H -4.63 2.52 6.36
H -2.91 1.59 7.91
H -2.17 1.81 6.43
H -2.07 0.20 7.17
C 3.52 6.40 -2.61
O 2.28 6.24 -1.86
C 1.77 7.44 -1.18
C 0.47 7.16 -0.48
N -0.54 6.81 -1.51
C -1.77 6.29 -0.95
C -2.94 6.20 -2.03
O -3.41 7.42 -2.65
C -4.08 8.23 -1.68
H 3.96 5.50 -3.06
H 4.18 6.81 -1.84
H 3.32 7.15 -3.37
H 1.70 8.31 -1.83
H 2.58 7.76 -0.53
H 0.07 7.96 0.14
H 0.69 6.29 0.15
H -0.16 6.24 -2.25
H -2.08 6.89 -0.09
H -1.66 5.35 -0.40
H -3.79 5.64 -1.65
H -2.53 5.48 -2.74
H -4.68 8.91 -2.28
H -3.33 8.74 -1.08
H -4.77 7.67 -1.05
C -5.89 -4.14 -1.56
O -4.58 -3.84 -2.03
C -4.48 -2.77 -3.01
C -3.04 -2.61 -3.66
N -2.65 -3.84 -4.38
C -1.24 -3.79 -4.87
C -1.15 -2.72 -5.98
O -0.95 -1.44 -5.37
C -0.95 -0.38 -6.34
H -6.44 -3.31 -1.11
H -5.77 -4.92 -0.81
H -6.53 -4.47 -2.37
H -4.80 -1.89 -2.46
H -5.20 -2.97 -3.81
H -2.27 -2.30 -2.94
H -3.17 -1.76 -4.32
H -2.97 -4.61 -3.82
H -1.01 -4.78 -5.27
H -0.57 -3.64 -4.02
H -2.04 -2.82 -6.59
H -0.24 -2.94 -6.53
H -0.10 -0.45 -7.01
H -0.87 0.63 -5.92
H -1.85 -0.51 -6.94
C 0.19 -5.00 2.66
O -0.39 -5.95 3.52
C 0.22 -7.23 3.56
C -0.66 -8.13 4.49
N -1.77 -8.75 3.83
C -2.30 -9.82 4.73
C -3.59 -10.40 4.12
O -3.29 -11.26 3.03
C -4.47 -11.84 2.55
H 0.20 -5.33 1.62
H 1.21 -4.72 2.90
H -0.46 -4.13 2.72
H 1.22 -7.06 3.94
H 0.47 -7.72 2.62
H -0.93 -7.54 5.37
H 0.03 -8.91 4.81
H -2.51 -8.07 3.80
H -2.70 -9.29 5.59
H -1.57 -10.54 5.10
H -4.20 -9.58 3.75
H -4.17 -10.86 4.92
H -4.32 -12.57 1.75
H -4.93 -11.01 2.02
H -5.18 -12.23 3.27
C -2.01 -1.87 4.13
O -0.95 -2.36 4.90
C -1.29 -3.24 6.01
C 0.06 -3.87 6.51
N 0.00 -4.44 7.84
C -1.10 -5.36 8.15
C -1.10 -5.59 9.69
O -1.69 -6.82 10.01
C -1.33 -7.22 11.33
H -2.31 -2.75 3.56
H -1.72 -1.16 3.35
H -2.76 -1.41 4.77
H -1.97 -4.03 5.68
H -1.76 -2.59 6.75
H 0.80 -3.10 6.30
H 0.26 -4.69 5.81
H 0.84 -5.00 7.98
H -0.87 -6.31 7.67
H -2.05 -5.02 7.75
H -1.66 -4.79 10.18
H -0.07 -5.62 10.04
H -0.37 -7.71 11.49
H -2.04 -7.96 11.68
H -1.54 -6.44 12.06
C 2.50 -5.34 -0.64
O 3.43 -4.36 -0.10
C 4.61 -4.83 0.53
C 4.37 -5.48 1.88
N 4.24 -6.88 1.74
C 4.09 -7.48 3.06
C 3.52 -8.91 2.95
O 3.26 -9.32 4.22
C 3.77 -10.62 4.59
H 2.99 -5.86 -1.47
H 1.62 -4.80 -1.00
H 2.20 -6.12 0.06
H 5.29 -3.98 0.59
H 5.05 -5.53 -0.17
H 3.51 -5.09 2.43
H 5.26 -5.29 2.48
H 5.12 -7.14 1.32
H 3.36 -6.92 3.64
H 5.13 -7.44 3.39
H 4.21 -9.54 2.39
H 2.64 -8.87 2.30
H 3.34 -11.01 5.51
H 4.84 -10.50 4.72
H 3.44 -11.41 3.92
C 6.19 1.47 7.31
O 5.37 0.99 6.30
C 4.98 -0.32 6.48
C 4.18 -0.59 5.17
N 3.52 -1.94 5.21
C 2.58 -1.97 4.10
C 3.16 -2.14 2.68
O 3.51 -0.82 2.17
C 3.72 -0.76 0.79
H 7.12 0.92 7.31
H 5.64 1.44 8.26
H 6.53 2.48 7.06
H 4.25 -0.51 7.26
H 5.83 -1.00 6.48
H 4.95 -0.82 4.44
H 3.49 0.16 4.78
H 3.04 -2.01 6.10
H 1.89 -1.13 4.18
H 1.74 -2.65 4.16
H 2.47 -2.64 2.00
H 4.06 -2.76 2.77
H 2.88 -0.98 0.14
H 4.41 -1.54 0.46
H 4.09 0.24 0.54
C 2.87 1.92 -5.16
O 3.27 1.64 -3.76
C 4.50 2.24 -3.49
C 5.03 1.76 -2.15
N 5.84 0.53 -2.19
C 4.98 -0.65 -2.45
C 5.73 -1.96 -2.34
O 6.53 -2.33 -3.50
C 7.01 -3.60 -3.32
H 1.79 1.89 -5.34
H 3.37 1.13 -5.72
H 3.23 2.84 -5.60
H 4.37 3.32 -3.59
H 5.12 1.98 -4.35
H 4.28 1.83 -1.36
H 5.76 2.54 -1.92
H 6.44 0.44 -1.39
H 4.63 -0.65 -3.49
H 4.07 -0.59 -1.86
H 5.00 -2.75 -2.16
H 6.30 -1.88 -1.41
H 7.59 -3.90 -4.19
H 6.20 -4.33 -3.24
H 7.60 -3.77 -2.42
C -3.85 11.39 -9.74
O -4.33 10.50 -8.73
C -3.72 10.61 -7.46
C -4.14 9.34 -6.66
N -3.58 8.08 -7.32
C -3.85 6.91 -6.50
C -3.62 5.66 -7.31
O -4.25 4.57 -6.70
C -3.50 4.08 -5.54
H -4.30 11.11 -10.70
H -2.79 11.37 -9.95
H -4.22 12.38 -9.50
H -4.11 11.46 -6.89
H -2.65 10.73 -7.36
H -5.23 9.31 -6.60
H -3.69 9.47 -5.68
H -4.04 8.00 -8.22
H -4.89 6.99 -6.19
H -3.28 7.02 -5.58
H -2.55 5.48 -7.48
H -4.06 5.73 -8.30
H -3.90 3.16 -5.12
H -3.51 4.76 -4.69
H -2.50 3.78 -5.83
C 0.09 -1.95 0.67
O 0.18 -0.81 -0.16
C -0.12 -0.85 -1.52
C 0.19 0.52 -2.20
N -0.51 1.56 -1.52
C 0.00 2.84 -1.93
C -0.31 3.36 -3.40
O 0.54 4.45 -3.51
C 0.62 5.10 -4.82
H 0.62 -2.79 0.21
H -0.94 -2.30 0.59
H 0.42 -1.82 1.70
H -1.18 -1.07 -1.63
H 0.40 -1.66 -2.03
H -0.16 0.45 -3.23
H 1.28 0.58 -2.23
H -0.16 1.52 -0.57
H 1.08 2.75 -1.77
H -0.53 3.48 -1.22
H -1.38 3.52 -3.54
H 0.04 2.59 -4.09
H 0.92 4.33 -5.53
H 1.36 5.90 -4.79
H -0.43 5.40 -4.86
C 1.40 3.53 1.46
O 0.87 2.22 1.30
C -0.09 1.75 2.22
C 0.53 1.30 3.59
N 0.77 2.38 4.53
C 1.04 1.76 5.87
C 0.93 2.84 7.02
O 0.84 2.14 8.28
C 0.45 2.97 9.32
H 0.62 4.26 1.24
H 2.18 3.58 0.69
H 1.83 3.64 2.46
H -0.60 0.83 1.93
H -0.86 2.52 2.25
H 1.52 0.88 3.38
H -0.10 0.54 4.05
H 1.61 2.86 4.23
H 2.01 1.27 5.82
H 0.32 0.96 6.07
H 0.08 3.49 6.82
H 1.83 3.45 7.05
H -0.42 3.58 9.09
H 1.19 3.64 9.76
H 0.08 2.42 10.19
*
```